# 1
Molecular formula: C21H23N2O2SV
Method: DFT, ωB97M-V/def2-TZVPD

Output
Spin multiplicity ... 2
Expectation value of S² ... 0.7653
Total charge ... +3
Energy ... -65721.9192 eV
Relative energy (zero: lowest compared OMol25 entry of this formula, charge and spin) ... 17.9 kJ/mol

```
50
C21H23N2O2SV ωB97M-V/def2-TZVPD
V -0.52 1.08 0.01
C 1.83 1.08 3.57
C 2.73 0.06 3.28
C 2.69 -0.58 2.05
C 1.76 -0.18 1.11
N 0.88 0.81 1.41
C 0.91 1.42 2.61
C 1.58 -0.74 -0.24
C 2.40 -1.68 -0.83
C 2.12 -2.13 -2.11
C 1.01 -1.66 -2.82
C 0.17 -0.72 -2.24
C 0.47 -0.26 -0.96
H 1.84 1.59 4.52
H 3.47 -0.24 4.02
H 3.39 -1.38 1.82
H 0.17 2.20 2.78
H 3.28 -2.07 -0.31
H 2.77 -2.87 -2.58
H 0.81 -2.02 -3.82
H -0.69 -0.36 -2.79
C -4.27 -0.83 0.95
S -2.61 -1.03 1.56
O -1.87 0.10 0.68
C -2.08 -2.57 0.96
C -1.43 -3.36 1.90
C -1.04 -4.64 1.55
C -1.30 -5.10 0.27
C -1.94 -4.30 -0.68
C -2.34 -3.02 -0.34
H -4.31 -0.99 -0.12
H -4.60 0.17 1.23
H -4.88 -1.57 1.47
H -1.26 -2.99 2.91
H -0.56 -5.28 2.27
H -1.01 -6.11 -0.01
H -2.13 -4.68 -1.67
H -2.85 -2.40 -1.06
C 1.61 4.72 -0.72
N 0.51 4.65 -1.69
C 0.33 5.73 -2.70
C -0.29 3.65 -1.69
O -0.19 2.66 -0.86
H 2.18 5.62 -0.90
H 2.26 3.85 -0.84
H 1.21 4.75 0.29
H 1.02 6.53 -2.46
H -0.69 6.11 -2.64
H 0.54 5.35 -3.69
H -1.10 3.62 -2.43
```

---

# 2
Molecular formula: C21H23N3O2
Method: DFT, ωB97M-V/def2-TZVPD

Output
Spin multiplicity ... 1
Total charge ... 0
Energy ... -30712.3401 eV
Relative energy (zero: lowest compared OMol25 entry of this formula, charge and spin) ... 470.4 kJ/mol

```
49
C21H23N3O2 ωB97M-V/def2-TZVPD
N -2.90 -0.98 -0.65
C -3.46 -0.76 0.59
O -2.88 -0.59 1.67
C -4.95 -0.74 0.38
C -5.19 -0.89 -0.93
C -3.87 -0.98 -1.63
O -3.67 -1.02 -2.85
H -5.63 -0.61 1.21
H -6.11 -0.93 -1.50
C 0.07 5.25 -3.04
N 1.07 4.20 -3.04
C 2.43 4.63 -3.29
C 0.79 2.95 -2.58
C -0.52 2.41 -2.76
C -0.84 1.19 -2.22
C 0.07 0.51 -1.38
C -0.30 -0.75 -0.86
C 0.15 -1.33 0.34
C -0.05 -2.72 0.49
C 0.51 -3.41 1.54
C 1.13 -2.70 2.60
N 1.59 -3.41 3.70
C 2.93 -3.97 3.73
C 1.03 -3.19 5.02
C 1.21 -1.28 2.52
C 0.78 -0.61 1.40
C 1.37 1.06 -1.18
C 1.76 2.18 -1.88
H -0.93 4.83 -3.07
H 0.16 5.89 -2.15
H 0.24 5.88 -3.92
H 3.00 3.83 -3.80
H 2.38 5.51 -3.95
H 2.96 4.93 -2.37
H -1.26 2.95 -3.35
H -1.82 0.74 -2.39
H -0.98 -1.35 -1.46
H -0.64 -3.22 -0.28
H 0.44 -4.50 1.60
H 3.21 -4.35 2.74
H 3.67 -3.23 4.06
H 2.94 -4.79 4.46
H -0.06 -3.09 4.95
H 1.29 -4.06 5.64
H 1.45 -2.29 5.50
H 1.66 -0.74 3.37
H 0.90 0.47 1.34
H 2.07 0.57 -0.50
H 2.80 2.52 -1.83
```

---

# 3
Molecular formula: C21H23N3O2
Method: DFT, ωB97M-V/def2-TZVPD

Output
Spin multiplicity ... 1
Total charge ... 0
Energy ... -30714.6687 eV
SMILES ... C[C@H]1C(=O)N(C)c2ccc(C(=O)N(C)c3ccccc3)cc2N1C1CC1
Relative energy (zero: lowest compared OMol25 entry of this formula, charge and spin) ... 245.7 kJ/mol

```
49
C21H23N3O2 ωB97M-V/def2-TZVPD
O -3.70 -0.33 1.20
O 2.27 -3.12 -3.42
C -2.56 0.01 1.60
C 1.43 -2.58 -2.68
C 1.14 2.84 3.80
C 0.56 3.12 2.51
C 0.45 1.95 4.63
C -0.50 -1.38 1.54
C -0.56 2.40 2.05
C -0.70 1.30 4.18
C 0.51 -2.00 0.86
C -1.33 -0.27 -0.48
C -1.42 -0.52 0.87
C -1.23 1.54 2.92
C 0.62 -1.78 -0.54
C -0.30 -0.94 -1.19
N -2.48 0.97 2.61
N 1.62 -2.45 -1.30
N -0.20 -0.72 -2.57
C -3.65 1.62 3.11
C 2.85 -2.89 -0.64
C 0.27 -1.82 -4.79
C 0.16 -1.98 -3.30
C 1.79 0.93 -2.78
C 0.68 1.75 -2.13
C 0.35 0.58 -3.08
H 2.02 3.36 4.12
H 0.97 3.88 1.89
H 0.81 1.70 5.63
H -0.60 -1.52 2.63
H -0.97 2.62 1.09
H -1.16 0.59 4.83
H 1.20 -2.62 1.41
H -2.02 0.41 -1.02
H -4.49 0.94 3.28
H -3.41 2.11 4.07
H -3.98 2.44 2.39
H 2.75 -3.95 -0.30
H 3.10 -2.30 0.22
H 3.70 -2.84 -1.32
H 1.08 -1.11 -5.04
H -0.64 -1.39 -5.19
H 0.46 -2.78 -5.26
H -0.61 -2.73 -3.20
H 2.36 0.25 -2.10
H 2.43 1.40 -3.56
H 0.58 1.63 -1.06
H 0.49 2.77 -2.49
H -0.12 0.93 -4.01
```

---

# 4
Molecular formula: C21H23N3O2PtS
Method: DFT, ωB97M-V/def2-TZVPD

Output
Spin multiplicity ... 5
Expectation value of S² ... 6.0675
Total charge ... +2
Energy ... -44775.7094 eV
Relative energy (zero: lowest compared OMol25 entry of this formula, charge and spin) ... 0.0 kJ/mol

```
51
C21H23N3O2PtS ωB97M-V/def2-TZVPD
Pt -15.12 -5.69 -2.37
C -12.73 -6.53 -9.19
C -13.53 -5.51 -8.32
C -14.15 -4.62 -9.43
C -12.57 -4.71 -7.42
C -14.58 -6.21 -7.49
C -15.62 -6.91 -8.15
C -16.65 -7.49 -7.46
C -16.72 -7.35 -6.07
S -17.93 -7.99 -5.03
C -17.06 -7.36 -3.66
N -16.00 -6.59 -4.00
C -15.71 -6.63 -5.35
C -14.65 -6.10 -6.10
C -17.41 -7.46 -2.25
C -18.52 -8.14 -1.72
C -18.84 -8.01 -0.37
C -18.06 -7.19 0.47
C -16.93 -6.52 -0.08
C -16.55 -6.65 -1.40
H -11.95 -6.00 -9.72
H -13.37 -7.05 -9.91
H -12.28 -7.23 -8.47
H -13.38 -4.03 -9.89
H -14.88 -3.93 -9.02
H -14.63 -5.22 -10.21
H -11.88 -4.17 -8.05
H -12.04 -5.36 -6.71
H -13.09 -4.00 -6.79
H -15.56 -7.02 -9.24
H -17.41 -8.05 -7.99
H -13.84 -5.54 -5.60
H -19.12 -8.80 -2.38
H -19.71 -8.51 0.06
H -18.31 -7.02 1.53
H -16.41 -5.82 0.59
C -12.07 -3.84 0.17
C -12.83 -4.35 -0.99
N -13.81 -5.23 -0.84
O -13.93 -5.77 0.42
C -12.82 -3.79 -2.31
C -11.85 -2.84 -2.84
N -13.84 -4.34 -3.07
O -14.08 -3.79 -4.18
H -12.25 -4.50 1.02
H -12.39 -2.84 0.41
H -11.01 -3.74 -0.05
H -14.61 -6.47 0.29
H -11.68 -2.05 -2.09
H -12.26 -2.41 -3.75
H -10.89 -3.34 -3.02
```